# 1
19
Properties=species:S:1:pos:R:3:nbo_charge:R:1 method="wB97M-V/def2-TZVPD" homo_energy_ev=-9.1 e_above_lowest_kcal_mol=20.4 smiles=COCCCS.O max_force_ev_per_a=1.738
O -4.085 2.679 6.484 -0.9412
H -4.114 2.896 5.525 0.4694
H 0.894 2.450 4.658 0.2149
H -0.816 1.267 1.958 0.1589
H -0.840 2.107 4.392 0.2088
H -0.762 1.660 6.656 0.1281
S 0.047 0.722 6.120 -0.0581
H 0.611 0.640 -0.659 0.1633
H -0.131 -0.290 3.599 0.2177
C 0.515 0.601 3.484 -0.4478
H -3.943 1.706 6.513 0.4724
H -1.009 0.438 0.079 0.1556
H 0.871 1.844 1.829 0.1604
H -0.085 -0.999 -0.460 0.1916
C 0.154 1.638 4.526 -0.4908
C 0.000 0.000 0.000 -0.2388
O 0.491 -0.148 1.272 -0.5320
C 0.242 0.971 2.091 -0.0513
H 1.555 0.294 3.708 0.2189

# 2
37
Properties=species:S:1:pos:R:3:nbo_charge:R:1 method="wB97M-V/def2-TZVPD" homo_energy_ev=-9.6 max_force_ev_per_a=4.064
H -3.736 -3.564 4.742 0.2107
P 1.205 3.491 -1.917 2.0380
O -3.624 -2.623 -0.786 -0.5119
H 5.739 3.577 1.020 0.2320
H -0.455 3.028 -0.553 0.5024
Br 4.930 1.375 0.210 0.0633
H -2.318 -0.067 2.881 0.1923
C -2.421 -1.186 2.863 0.0327
H -2.690 -4.969 2.913 0.2215
C 0.064 -0.218 0.962 -0.1925
O 2.530 3.376 -0.904 -0.9952
C -2.853 -1.896 -1.337 0.6914
H 1.568 1.157 0.133 0.2384
H 3.079 2.604 -1.151 0.5053
C -1.764 -0.636 -3.140 0.6708
C -1.881 -3.317 1.687 -0.1425
C -2.585 -3.857 2.848 -0.2554
N -2.788 -1.531 -2.715 -0.6746
P 0.924 1.538 -2.900 0.1851
H 2.206 0.982 -3.223 0.0357
H 0.444 -0.202 2.003 0.2493
Br 7.666 2.161 1.674 0.1021
C 0.139 0.505 -1.524 -0.3465
N -3.099 -1.713 3.905 -0.4069
Br 6.928 3.472 -1.153 0.1079
O 1.452 4.559 -2.915 -1.0571
C 0.672 0.545 -0.143 -0.2037
C -3.189 -3.069 3.907 0.0319
H -1.445 -3.934 0.877 0.2367
O -1.574 -0.280 -4.264 -0.4993
O -0.167 3.829 -1.035 -0.9469
C -1.638 -1.124 -0.741 -0.1486
C -1.803 -1.835 1.720 -0.0974
H -3.658 -1.556 -3.247 0.4275
C -1.104 -1.041 0.605 0.0132
C -1.001 -0.345 -1.813 -0.0175
C 6.246 2.764 0.510 -0.4921

# 3
9
Properties=species:S:1:pos:R:3:nbo_charge:R:1 method="wB97M-V/def2-TZVPD" charge=+1 homo_energy_ev=-16.9 e_above_lowest_kcal_mol=116.8 max_force_ev_per_a=3.325
C -1.016 -0.029 0.123 0.6128
H 0.546 1.481 -0.143 0.3610
N -2.306 0.484 0.628 -0.1174
H -1.521 -1.739 -1.191 0.4698
H 0.189 0.781 1.475 0.3473
C 0.337 0.411 0.283 -0.7554
H 1.040 -0.314 -0.141 0.3060
N -2.896 -0.390 0.043 0.1963
N -1.684 -0.941 -0.550 -0.4204